Entry 1:
{"formula": "C35H54F6N5O2Si2TeZr", "method": "ωB97M-V/def2-TZVPD", "elements": ["Zr", "C", "N", "C", "C", "C", "C", "C", "C", "C", "N", "C", "C", "C", "C", "C", "C", "N", "C", "C", "H", "H", "H", "H", "H", "H", "H", "H", "H", "H", "H", "H", "H", "H", "H", "H", "H", "H", "H", "H", "C", "Si", "C", "C", "N", "C", "C", "C", "C", "C", "C", "N", "Si", "C", "C", "C", "H", "H", "H", "H", "H", "H", "H", "H", "H", "H", "H", "H", "H", "H", "H", "H", "H", "H", "H", "H", "H", "H", "C", "C", "O", "C", "F", "F", "F", "C", "F", "F", "F", "H", "H", "H", "C", "O", "H", "H", "H", "C", "Te", "C", "H", "H", "H", "H", "H", "H"], "coordinates": [[-0.3553, 0.1258, -0.0660], [3.7120, 2.4067, 1.7235], [3.1075, 1.8680, 0.5299], [3.8661, 0.7566, -0.0135], [2.6227, 2.8061, -0.3931], [3.0948, 4.1135, -0.4774], [2.5630, 5.0141, -1.3822], [1.4940, 4.6432, -2.1769], [1.0087, 3.3503, -2.1044], [1.5805, 2.4054, -1.2549], [1.1693, 1.0618, -1.3328], [1.5560, 0.4522, -2.4865], [2.5180, 0.9653, -3.3903], [2.8493, 0.3019, -4.5520], [2.2463, -0.9018, -4.8794], [1.3417, -1.4607, -3.9867], [0.9987, -0.8052, -2.8214], [0.1200, -1.3710, -1.8326], [-1.0396, -2.0653, -2.3911], [0.9224, -2.2885, -1.0319], [4.7350, 2.7820, 1.5503], [3.7574, 1.6147, 2.4661], [3.0941, 3.2169, 2.1086], [4.9408, 0.9959, -0.0582], [3.5322, 0.5156, -1.0171], [3.7365, -0.1217, 0.6137], [3.9082, 4.4371, 0.1541], [2.9862, 6.0060, -1.4529], [1.0413, 5.3465, -2.8587], [0.1689, 3.0482, -2.7089], [3.0069, 1.9032, -3.1697], [3.5929, 0.7301, -5.2117], [2.4862, -1.4090, -5.8027], [0.8876, -2.4103, -4.2357], [-0.8037, -3.1167, -2.6060], [-1.8495, -2.0148, -1.6613], [-1.3539, -1.5652, -3.3041], [1.2931, -3.1355, -1.6335], [0.2926, -2.6624, -0.2311], [1.7772, -1.7477, -0.6199], [-1.8410, 4.0732, 3.1386], [-0.6551, 2.9908, 2.0524], [0.2721, 4.4398, 1.1956], [0.4211, 2.0141, 3.2954], [-1.2239, 1.8093, 0.9468], [-2.5721, 1.6158, 0.6850], [-3.5737, 1.8849, 1.6186], [-4.9181, 1.7064, 1.3297], [-5.2851, 1.2051, 0.0976], [-4.3034, 0.8864, -0.8308], [-2.9463, 1.0632, -0.5781], [-1.9339, 0.7542, -1.4960], [-2.2918, 1.1679, -3.1219], [-2.9183, 2.9843, -3.3214], [-3.7154, 0.1786, -4.0324], [-0.9419, 0.9937, -4.4686], [-1.2853, 4.9171, 3.5431], [-2.2781, 3.5417, 3.9775], [-2.6524, 4.4710, 2.5357], [1.2648, 4.5792, 1.6084], [-0.2579, 5.3805, 1.3175], [0.3662, 4.2607, 0.1352], [-0.1941, 1.4816, 4.0169], [1.1193, 2.6205, 3.8617], [0.9756, 1.2753, 2.7237], [-3.2886, 2.2226, 2.6000], [-5.6607, 1.9543, 2.0763], [-6.3277, 1.0555, -0.1537], [-4.6009, 0.5004, -1.7888], [-3.6937, 3.1919, -2.5902], [-3.3440, 3.1367, -4.3092], [-2.1391, 3.7296, -3.1893], [-3.9695, -0.7690, -3.5647], [-3.4375, -0.0359, -5.0613], [-4.6299, 0.7647, -4.0786], [-1.3115, 1.4901, -5.3606], [-0.7641, -0.0400, -4.7418], [0.0136, 1.4360, -4.2246], [0.4450, -2.1138, 3.4710], [1.5499, -1.6553, 2.4899], [1.1895, -0.7963, 1.5321], [2.1613, -2.9818, 1.9069], [1.2160, -3.7921, 1.3906], [2.7966, -3.7464, 2.8165], [3.0573, -2.7610, 0.9355], [2.7262, -1.1292, 3.4057], [3.9143, -1.0678, 2.7799], [2.5044, 0.0858, 3.9070], [2.9422, -1.9059, 4.4903], [-0.3780, -2.5188, 2.8912], [0.8205, -2.8802, 4.1466], [0.1012, -1.2541, 4.0407], [-2.1978, -1.0551, 1.8455], [-1.4786, -1.3902, 0.6956], [-1.6429, -0.3449, 2.4786], [-2.4105, -1.9587, 2.4469], [-3.1721, -0.6116, 1.5960], [-2.7261, -6.0158, 0.3964], [-1.9481, -3.9581, 0.5789], [-3.8598, -3.1986, -0.0864], [-3.0248, -6.2406, -0.6213], [-3.5717, -6.2101, 1.0458], [-1.9311, -6.6970, 0.6677], [-4.6293, -3.4110, 0.6488], [-4.1371, -3.6479, -1.0331], [-3.7600, -2.1273, -0.2071]], "forces_ev_per_a": [[0.3770, 0.7198, 0.6749], [0.0283, -0.0108, -0.0696], [0.0278, 0.1329, 0.1862], [0.0649, -0.1404, -0.0254], [-0.3158, -0.2424, -0.3030], [0.1555, -0.0369, -0.0365], [-0.0257, 0.0793, 0.0205], [0.0023, 0.0314, -0.1230], [0.1160, -0.1519, 0.2252], [0.3028, 0.6675, -0.0085], [-0.3325, -0.2813, 0.3041], [0.4510, -0.8083, -1.0751], [-0.1124, 0.0673, 0.4059], [-0.0549, -0.1464, -0.1430], [0.0483, -0.0609, 0.0007], [-0.0263, 0.0134, -0.0389], [0.4620, 0.6576, -0.0767], [0.2809, -0.0502, -0.4904], [-0.4313, -0.1324, -0.0787], [0.4274, -0.5792, 0.2648], [0.0030, 0.0207, 0.0457], [0.0635, 0.0087, 0.1124], [0.0352, 0.0006, 0.0881], [0.0030, 0.0577, -0.0403], [0.0211, -0.0163, 0.0131], [-0.0120, -0.0548, 0.0237], [0.0871, -0.0592, 0.1217], [-0.0385, 0.1151, 0.0297], [-0.0523, 0.1127, -0.0715], [-0.0962, -0.0907, -0.1304], [-0.0224, 0.0586, 0.0322], [0.0004, 0.0535, -0.0369], [0.0216, -0.0507, -0.0332], [-0.0994, -0.0919, 0.0996], [-0.0654, 0.1810, 0.0179], [0.0466, -0.1658, -0.2258], [-0.0610, -0.0041, 0.0183], [-0.1429, 0.1957, 0.0856], [0.2851, -0.0713, -0.0701], [-0.1311, -0.1154, -0.0738], [-0.0121, -0.7509, -0.4996], [0.9744, 1.3425, 1.4978], [-0.3160, -0.7247, 0.2032], [-0.3503, 0.5600, -0.8234], [0.3931, -0.3544, -0.0667], [-0.8354, 0.1116, -0.4929], [-0.1292, 0.0148, -0.1325], [0.1100, 0.0177, 0.1790], [-0.0809, -0.0331, -0.1723], [-0.1758, -0.0600, 0.1249], [-0.2068, 0.4804, 0.4076], [0.5249, -0.2017, 0.3354], [-0.5723, 0.5369, -1.8949], [0.3162, -0.6616, 0.4361], [0.3891, 0.1655, 0.6030], [-0.2135, 0.0194, 0.7573], [0.2713, 0.0064, -0.0701], [-0.1356, -0.1577, 0.1783], [-0.1768, 0.1546, -0.0906], [0.2389, -0.0006, 0.0777], [-0.2403, 0.0646, 0.1271], [0.1072, -0.0030, -0.2353], [-0.2448, -0.1203, 0.0275], [0.1932, 0.2198, 0.0642], [0.1462, -0.0670, 0.0457], [0.0128, 0.0554, 0.1020], [-0.0534, -0.0311, 0.0321], [-0.0142, 0.0023, 0.0008], [-0.0865, -0.1620, -0.1640], [-0.1846, 0.0755, 0.1634], [-0.0645, -0.1369, -0.2275], [0.2313, 0.0786, 0.1063], [0.0078, -0.2181, 0.1281], [0.2109, 0.0108, -0.1516], [-0.1671, 0.1550, 0.0972], [-0.3003, 0.2012, -0.1101], [0.0473, -0.1655, -0.0343], [0.2479, 0.0870, 0.0104], [0.1099, 0.1352, -0.3490], [0.4379, -0.8040, 0.7803], [-0.4100, 0.8849, -0.7170], [0.0125, -0.2714, -0.1626], [-0.1473, 0.0922, -0.0425], [0.0562, -0.0252, 0.2207], [0.0392, 0.1188, -0.2178], [0.1477, 0.0470, 0.2816], [0.1377, 0.0852, -0.3577], [-0.3181, 0.3666, -0.1353], [-0.1038, -0.1773, 0.1694], [-0.0390, -0.0037, 0.0016], [-0.0830, 0.0306, 0.0453], [-0.0523, 0.0650, 0.0502], [-0.8138, -0.0797, 0.9115], [-0.0174, 0.1013, -0.5331], [-0.1756, -0.1173, -0.0094], [0.1848, 0.3074, -0.1094], [0.2049, -0.1321, 0.0746], [0.1601, 0.4477, 0.0449], [-1.1102, -1.5217, -0.3294], [0.3633, -0.0581, 0.1946], [0.0171, 0.1242, -0.2354], [-0.1248, 0.1513, 0.2140], [0.2645, -0.1475, 0.0957], [0.0034, -0.0322, 0.1233], [0.0885, -0.1199, -0.1478], [0.0148, 0.2093, -0.0199]], "e_above_lowest_kj_mol": 155.6, "molar_mass_g_mol": 965.834, "energy_ev": -89359.3347, "fmax_ha_per_bohr": 0.0435, "charge": -1, "homo_energy_ev": -4.7}

Entry 2:
{"formula": "C35H54F6N5O2Si2TeZr", "method": "ωB97M-V/def2-TZVPD", "elements": ["Zr", "C", "N", "C", "C", "C", "C", "C", "C", "C", "N", "C", "C", "C", "C", "C", "C", "N", "C", "C", "H", "H", "H", "H", "H", "H", "H", "H", "H", "H", "H", "H", "H", "H", "H", "H", "H", "H", "H", "H", "C", "Si", "C", "C", "N", "C", "C", "C", "C", "C", "C", "N", "Si", "C", "C", "C", "H", "H", "H", "H", "H", "H", "H", "H", "H", "H", "H", "H", "H", "H", "H", "H", "H", "H", "H", "H", "H", "H", "C", "C", "O", "C", "F", "F", "F", "C", "F", "F", "F", "H", "H", "H", "C", "O", "H", "H", "H", "C", "Te", "C", "H", "H", "H", "H", "H", "H"], "coordinates": [[-0.1165, -0.4907, -0.4211], [3.4538, 1.6845, 1.8321], [2.1293, 1.3135, 2.2948], [2.1508, 1.1912, 3.7530], [1.0770, 2.1783, 1.8605], [1.2885, 3.5492, 1.7188], [0.2473, 4.4128, 1.4217], [-1.0383, 3.9086, 1.3023], [-1.2461, 2.5440, 1.4141], [-0.2029, 1.6499, 1.6341], [-0.4641, 0.2344, 1.6064], [-0.9403, -0.3116, 2.7869], [-1.1343, 0.4435, 3.9556], [-1.4611, -0.1498, 5.1669], [-1.6283, -1.5224, 5.2532], [-1.5373, -2.2744, 4.0863], [-1.2112, -1.6949, 2.8712], [-1.3205, -2.4265, 1.6300], [-1.0281, -3.8498, 1.7461], [-2.7210, -2.2538, 1.1981], [3.4152, 1.9261, 0.7765], [4.1172, 0.8273, 1.9703], [3.8793, 2.5400, 2.3808], [2.2477, 2.1754, 4.2387], [1.2448, 0.7101, 4.1165], [3.0068, 0.5766, 4.0407], [2.2820, 3.9544, 1.8692], [0.4374, 5.4732, 1.3013], [-1.8706, 4.5757, 1.1102], [-2.2405, 2.1328, 1.3119], [-1.0110, 1.5179, 3.9083], [-1.5724, 0.4700, 6.0493], [-1.8577, -1.9993, 6.1989], [-1.7486, -3.3356, 4.1300], [-1.8340, -4.4004, 2.2483], [-0.9056, -4.2677, 0.7476], [-0.1005, -3.9852, 2.2987], [-3.4149, -2.6034, 1.9743], [-2.9086, -1.2036, 1.0109], [-2.8989, -2.8106, 0.2835], [-3.6524, 1.4182, -3.2534], [-3.1652, 1.2291, -1.4187], [-3.9561, 2.7499, -0.5823], [-4.3156, -0.0993, -0.7427], [-1.4578, 1.0833, -1.1930], [-0.6793, 2.1492, -1.6783], [-1.2539, 3.2952, -2.2566], [-0.5295, 4.3854, -2.7108], [0.8425, 4.3656, -2.5735], [1.4377, 3.2417, -2.0184], [0.7421, 2.1026, -1.5946], [1.4191, 0.9357, -1.1138], [3.0348, 0.7104, -1.7425], [4.3399, 2.1315, -1.7243], [2.9746, 0.4191, -3.6056], [4.1211, -0.5970, -0.9318], [-3.8609, 2.4636, -3.4982], [-4.5547, 0.8450, -3.4881], [-2.8489, 1.0948, -3.9241], [-4.7670, 3.1394, -1.2078], [-3.2459, 3.5629, -0.4178], [-4.3859, 2.4832, 0.3890], [-5.2923, 0.0664, -1.2126], [-4.4519, 0.0027, 0.3387], [-3.9959, -1.1187, -0.9490], [-2.3279, 3.3419, -2.3592], [-1.0440, 5.2300, -3.1548], [1.4569, 5.1975, -2.8994], [2.5045, 3.2561, -1.9151], [4.3076, 2.7071, -2.6551], [5.3342, 1.6787, -1.6517], [4.2502, 2.8460, -0.9005], [2.6255, 1.3340, -4.0967], [2.3045, -0.3879, -3.9131], [3.9781, 0.1938, -3.9835], [4.8897, -0.1070, -0.3292], [4.6264, -1.1689, -1.7196], [3.6013, -1.2899, -0.2806], [-3.1438, -2.0615, -3.2677], [-1.7725, -2.2281, -2.6017], [-1.6540, -1.6184, -1.3880], [-1.5952, -3.7758, -2.4307], [-2.7083, -4.2917, -1.8557], [-1.4365, -4.4346, -3.5958], [-0.5778, -4.1110, -1.6361], [-0.6806, -1.6518, -3.5950], [0.2034, -2.5510, -4.0479], [-1.2050, -1.0589, -4.6768], [0.0330, -0.6842, -2.9632], [-3.9082, -2.5066, -2.6388], [-3.1530, -2.5464, -4.2447], [-3.3584, -1.0060, -3.3893], [1.9850, -2.6537, -1.6353], [1.1531, -1.9826, -0.7206], [1.4982, -3.5434, -2.0285], [2.9057, -2.9797, -1.1515], [2.2612, -2.0178, -2.4780], [2.6598, -2.2062, 3.9464], [1.9991, -1.9014, 1.8981], [2.5972, -3.9156, 1.4302], [2.5589, -3.2642, 4.1925], [2.0139, -1.6327, 4.6150], [3.6964, -1.9015, 4.0978], [2.4473, -4.5400, 2.3105], [3.6437, -3.9569, 1.1303], [1.9682, -4.2791, 0.6164]], "forces_ev_per_a": [[-0.9611, -0.1328, 0.0716], [-0.0476, -0.1240, 0.0226], [0.1394, 0.1821, 0.1563], [-0.0434, -0.1046, -0.1015], [0.0067, -0.1165, 0.1075], [-0.0235, 0.0304, 0.0694], [-0.0004, -0.0164, 0.0076], [-0.0049, 0.0172, 0.0591], [-0.0688, 0.0334, 0.0063], [-0.0742, 0.0150, 0.2105], [-0.2076, 0.3874, 0.0980], [0.2482, 0.0708, -0.0588], [-0.0735, 0.0305, 0.0511], [0.0251, -0.0598, -0.0364], [-0.0112, 0.0402, 0.0170], [0.0223, 0.0092, 0.0486], [-0.1316, -0.0847, -0.0933], [-0.4100, 0.3802, 0.0449], [0.1371, 0.0447, -0.1506], [0.1061, -0.2429, 0.0443], [-0.0022, 0.0263, -0.0738], [0.0144, 0.0147, -0.0170], [0.0174, 0.0173, -0.0165], [0.0342, 0.0014, 0.0128], [0.0376, 0.0459, -0.0104], [-0.0397, 0.0173, -0.0175], [-0.0070, -0.0489, -0.0405], [-0.0025, -0.0421, -0.0021], [0.0152, -0.0560, -0.0192], [-0.0086, -0.0091, -0.0624], [0.0582, -0.0242, 0.0229], [0.0005, 0.0102, -0.0206], [-0.0112, 0.0147, -0.0462], [0.0520, -0.0044, -0.0308], [-0.0163, -0.0132, 0.0452], [-0.0260, 0.0229, -0.0093], [0.0153, -0.0258, 0.0081], [0.0014, -0.0220, 0.0526], [-0.0032, 0.0596, 0.0178], [0.0481, 0.0298, -0.0718], [0.2118, 0.0030, -0.1512], [-0.6647, 0.2429, -0.1028], [0.1896, 0.1542, 0.1507], [0.2174, -0.3012, 0.1281], [0.7293, 0.2429, -0.3114], [-0.2164, 0.2340, 0.0317], [-0.0523, -0.0880, 0.0116], [-0.0026, -0.0216, 0.0345], [0.0010, -0.0165, 0.0002], [-0.0227, -0.1059, 0.0499], [0.2138, 0.2508, -0.1083], [-0.7503, 0.1919, -0.0053], [0.5976, 0.1580, -0.3728], [-0.1397, 0.2221, 0.1113], [-0.2259, -0.1571, -0.1283], [-0.1922, -0.2209, 0.1576], [-0.0131, -0.0789, 0.0142], [0.0464, 0.0064, 0.0254], [-0.0825, 0.0135, 0.0206], [0.0258, -0.0650, 0.0280], [-0.0995, -0.0246, -0.0082], [0.0172, 0.0123, -0.0671], [0.0776, 0.0638, 0.0311], [-0.0119, 0.0213, -0.1063], [-0.1017, 0.0942, 0.0247], [0.0877, 0.0339, -0.0194], [0.0052, -0.0134, 0.0151], [-0.0076, -0.0204, 0.0360], [0.0402, 0.0443, 0.0339], [-0.0007, -0.0324, 0.0672], [-0.0915, -0.0348, -0.0310], [0.0634, -0.0478, -0.0341], [0.0104, -0.0617, 0.0299], [0.0889, 0.0571, 0.0119], [-0.0368, 0.0533, 0.0446], [-0.0691, 0.0035, -0.0205], [-0.0346, 0.0823, 0.0576], [0.0789, 0.0148, 0.0087], [0.0187, 0.1115, 0.0246], [0.2205, -0.0794, 0.0608], [0.1377, -0.4995, -0.2282], [-0.0844, 0.1625, 0.1650], [0.1648, -0.0123, 0.0378], [-0.1283, -0.0044, -0.0181], [-0.0285, -0.0269, -0.0923], [-0.0276, 0.1555, 0.2036], [0.0671, 0.0164, 0.0182], [-0.0589, -0.0369, -0.0368], [-0.0122, -0.3058, -0.4047], [-0.0059, 0.0178, 0.0094], [-0.0616, 0.0133, 0.0116], [0.0067, -0.0235, -0.0663], [-0.0934, -0.0892, 0.1620], [0.4796, -0.2862, -0.5680], [-0.0700, -0.0289, -0.0349], [0.0542, -0.0071, 0.0494], [-0.0038, 0.0310, 0.0014], [-0.0808, 0.1675, 0.0597], [1.0142, -0.6190, 0.9906], [-0.1247, 0.0387, -0.1794], [-0.0421, 0.0523, -0.0480], [0.0500, -0.0608, -0.0737], [-0.0639, -0.0188, -0.0494], [-0.0367, 0.0267, -0.0196], [-0.0355, 0.0045, 0.0057], [0.0538, 0.0164, 0.0662]], "e_above_lowest_kj_mol": 145.6, "molar_mass_g_mol": 965.834, "energy_ev": -89359.4379, "fmax_ha_per_bohr": 0.0301, "charge": -1, "homo_energy_ev": -4.1}